1.
136
Properties=species:S:1:pos:R:3:forces:R:3:mulliken_spin:R:1 method="wB97M-V/def2-TZVPD" total_charge=-1 lumo_ev="1.9 / 1.1" s2=0.75 largest_force_ev_per_a=1.1 energy_ha=-5661.80614 multiplicity=2 de_lowest_kcal_mol=8.42
Cs 0.217 0.547 -2.517 -0.249 -0.461 0.700 0.0314
C -5.804 0.807 -0.489 0.011 -0.001 0.054 0.0020
C -4.479 0.269 -1.021 0.033 0.038 -0.035 0.0177
C -4.391 -1.252 -0.921 -0.018 0.037 -0.036 -0.0065
P -2.888 1.074 -0.471 -0.118 -0.039 -0.137 0.0037
C -2.883 1.219 1.381 -0.003 0.140 0.302 0.0407
N -2.287 0.167 2.186 -0.151 -0.430 -0.046 0.2277
Ge -0.454 -0.476 1.972 0.608 0.244 -0.301 0.0832
N 0.638 0.760 2.992 -0.144 -0.151 -0.029 0.1194
C 1.510 1.789 2.447 -0.030 0.079 -0.074 -0.0171
P 1.705 1.854 0.604 0.129 0.084 0.053 0.0908
C 2.374 3.598 0.401 0.004 -0.067 -0.035 0.0245
C 1.299 4.532 -0.151 0.016 -0.011 0.000 0.0068
C 3.045 4.242 1.615 -0.017 -0.023 -0.001 0.0018
C 3.230 0.862 0.231 -0.066 -0.072 -0.013 -0.0266
C 2.926 -0.601 0.535 0.024 0.054 -0.036 0.0225
C 4.539 1.290 0.883 -0.025 0.007 0.029 0.0020
C 0.079 1.051 4.219 -0.085 -0.022 0.134 0.0042
C 0.344 2.188 4.995 0.036 0.052 0.013 0.0141
C -0.346 2.414 6.180 -0.001 -0.013 -0.007 -0.0034
C -1.316 1.536 6.633 -0.001 0.004 0.013 0.0069
C -1.562 0.381 5.898 -0.016 -0.014 -0.036 -0.0044
C -0.857 0.142 4.740 -0.007 0.093 0.094 -0.0050
N -0.997 -1.090 3.985 -0.150 0.057 -0.036 -0.0042
C -2.376 -1.513 3.818 -0.038 0.073 -0.111 0.0013
C -2.974 -2.527 4.524 -0.039 -0.034 0.056 -0.0215
C -4.337 -2.770 4.346 0.048 0.001 0.018 0.0211
C -5.054 -1.968 3.475 -0.032 0.040 -0.042 -0.0112
C -4.440 -0.963 2.734 -0.131 -0.063 -0.033 0.0276
C -3.071 -0.739 2.860 0.303 0.033 0.130 -0.0674
C -0.066 -2.107 4.404 0.162 -0.179 -0.133 0.0441
C 0.168 -2.441 5.719 0.021 0.016 0.026 -0.0052
C 1.079 -3.449 6.021 -0.008 -0.004 0.032 0.0044
C 1.743 -4.087 4.986 -0.011 0.027 -0.035 -0.0013
C 1.522 -3.739 3.659 0.045 -0.071 0.076 0.0123
C 0.601 -2.735 3.339 -0.074 0.121 0.103 -0.0122
N 0.291 -2.305 2.072 -0.360 0.115 0.114 0.2694
C 0.840 -3.093 0.992 0.194 -0.048 -0.070 -0.0117
P 0.087 -2.731 -0.649 -0.175 -0.078 0.067 0.0990
C 1.059 -3.908 -1.720 -0.023 0.118 -0.012 0.0319
C 2.456 -3.318 -1.949 -0.042 -0.011 -0.012 0.0037
C 1.142 -5.369 -1.289 -0.017 -0.002 0.002 0.0034
C -1.595 -3.513 -0.414 0.024 -0.016 -0.007 -0.0608
C -1.745 -4.653 0.591 0.016 0.019 0.017 0.0034
C -2.171 -3.890 -1.780 0.024 0.021 0.018 0.0024
C -3.266 2.856 -0.903 0.039 -0.026 0.003 0.0038
C -1.967 3.582 -1.242 0.012 0.013 0.038 0.0110
C -4.055 3.673 0.125 -0.003 0.001 -0.003 0.0007
H -6.633 0.237 -0.918 -0.011 -0.002 0.016 -0.0002
H -5.950 1.852 -0.756 -0.019 -0.015 -0.022 0.0001
H -5.883 0.728 0.599 0.002 0.020 -0.058 0.0003
H -4.437 0.511 -2.091 -0.013 -0.007 0.010 0.0016
H -4.333 -1.602 0.111 -0.002 0.009 0.040 0.0000
H -3.511 -1.610 -1.451 0.008 -0.017 0.018 0.0046
H -5.270 -1.713 -1.381 -0.005 -0.010 0.018 0.0002
H -3.862 1.456 1.808 -0.018 0.000 -0.082 0.0025
H -2.278 2.120 1.540 0.008 -0.011 -0.023 -0.0064
H 2.476 1.773 2.964 0.013 -0.008 -0.023 0.0006
H 1.070 2.775 2.647 -0.012 -0.017 0.036 0.0006
H 3.130 3.466 -0.381 -0.009 0.014 -0.010 0.0068
H 0.487 4.662 0.570 -0.002 -0.003 -0.008 -0.0013
H 0.871 4.152 -1.078 -0.011 0.011 0.000 -0.0032
H 1.723 5.520 -0.352 -0.007 0.004 -0.001 0.0002
H 2.305 4.508 2.374 0.009 0.007 0.005 -0.0002
H 3.535 5.171 1.312 0.007 -0.001 -0.002 0.0000
H 3.793 3.604 2.082 0.004 0.004 0.009 -0.0001
H 3.329 0.952 -0.859 -0.005 -0.003 0.004 0.0013
H 2.746 -0.757 1.604 0.007 -0.011 0.003 -0.0124
H 3.762 -1.236 0.231 -0.004 -0.009 0.003 -0.0058
H 2.043 -0.923 -0.017 0.009 -0.014 0.002 -0.0228
H 4.480 1.234 1.973 0.011 0.007 0.000 0.0011
H 4.835 2.301 0.603 0.006 0.002 -0.003 0.0008
H 5.339 0.616 0.565 0.005 0.000 0.004 -0.0019
H 1.089 2.905 4.686 0.005 -0.016 -0.030 0.0022
H -0.120 3.306 6.751 0.002 0.001 -0.004 -0.0007
H -1.863 1.735 7.544 -0.005 -0.009 -0.001 0.0004
H -2.308 -0.337 6.218 0.003 0.008 0.011 -0.0002
H -2.390 -3.117 5.218 -0.002 -0.003 -0.001 -0.0004
H -4.826 -3.564 4.893 0.011 -0.004 0.005 0.0017
H -6.118 -2.132 3.347 0.002 -0.003 0.004 -0.0006
H -5.031 -0.378 2.044 0.061 -0.017 0.012 0.0047
H -0.349 -1.907 6.506 0.015 -0.017 -0.001 -0.0004
H 1.271 -3.722 7.049 -0.006 0.013 0.001 0.0001
H 2.461 -4.866 5.210 0.001 -0.001 -0.004 -0.0003
H 2.081 -4.239 2.881 -0.016 0.010 -0.021 0.0005
H 0.677 -4.151 1.221 0.009 0.019 -0.003 -0.0097
H 1.926 -2.958 0.898 -0.023 -0.022 0.000 0.0060
H 0.533 -3.856 -2.680 -0.004 -0.030 0.000 0.0011
H 3.048 -3.339 -1.029 0.001 0.002 0.000 0.0000
H 2.423 -2.289 -2.317 0.024 0.007 0.006 0.0024
H 2.993 -3.914 -2.691 0.004 0.000 -0.001 0.0000
H 1.613 -5.473 -0.309 0.002 -0.006 -0.002 0.0002
H 1.755 -5.928 -2.001 -0.001 -0.005 -0.003 -0.0004
H 0.162 -5.846 -1.246 0.042 -0.003 -0.011 0.0001
H -2.182 -2.676 -0.022 -0.021 0.013 -0.035 0.0493
H -1.135 -5.521 0.336 -0.034 0.019 0.020 -0.0010
H -2.790 -4.977 0.617 -0.001 -0.006 0.002 0.0004
H -1.480 -4.331 1.600 -0.004 -0.012 0.000 -0.0040
H -1.671 -4.772 -2.185 -0.003 0.003 -0.006 0.0010
H -2.056 -3.079 -2.505 -0.007 -0.022 -0.013 -0.0036
H -3.236 -4.119 -1.697 -0.003 0.008 -0.005 0.0001
H -3.855 2.774 -1.822 -0.003 0.008 0.003 -0.0004
H -1.289 3.561 -0.384 -0.012 -0.005 -0.005 0.0039
H -2.169 4.630 -1.483 0.022 0.005 0.008 -0.0001
H -1.471 3.134 -2.103 -0.014 -0.029 -0.018 -0.0024
H -3.431 3.920 0.987 -0.001 0.006 -0.001 0.0009
H -4.947 3.169 0.494 -0.001 0.022 0.014 0.0003
H -4.363 4.620 -0.324 -0.006 -0.002 -0.005 0.0000
O -1.072 2.055 -4.111 -0.674 0.658 -0.467 -0.0006
C -0.981 3.153 -4.757 0.050 0.030 -0.177 0.0001
C -2.094 4.040 -4.875 0.042 -0.024 0.054 0.0001
C -2.014 5.250 -5.528 -0.009 0.021 -0.007 -0.0001
C -0.822 5.664 -6.125 -0.007 0.053 -0.019 0.0001
C 0.272 4.817 -6.054 -0.022 -0.067 0.046 -0.0001
C 0.234 3.581 -5.403 -0.246 0.085 0.080 0.0003
C 1.448 2.778 -5.451 0.147 -0.169 -0.054 0.0000
N 1.616 1.611 -4.955 -0.036 0.307 0.033 0.0000
N 2.847 1.047 -5.258 0.249 -0.159 -0.050 0.0000
C 3.216 0.156 -4.369 0.047 0.092 -0.292 -0.0004
O 2.657 -0.124 -3.266 0.686 -0.347 0.203 0.0027
C 4.462 -0.614 -4.737 0.005 0.091 0.032 0.0000
C 5.137 -1.329 -3.752 -0.052 -0.004 -0.008 0.0000
C 6.273 -2.065 -4.062 0.031 -0.027 0.003 -0.0001
C 6.745 -2.101 -5.367 0.017 -0.008 0.010 0.0000
C 6.075 -1.392 -6.358 -0.037 0.022 0.044 0.0000
C 4.944 -0.652 -6.043 0.071 -0.003 -0.046 0.0001
H -3.025 3.720 -4.417 0.010 -0.012 0.000 -0.0001
H -2.892 5.887 -5.579 0.005 0.003 -0.004 0.0000
H -0.755 6.614 -6.640 0.000 -0.004 0.002 0.0000
H 1.203 5.112 -6.529 0.011 -0.013 0.003 0.0000
H 2.284 3.233 -5.997 0.005 -0.062 -0.041 0.0000
H 4.745 -1.299 -2.743 -0.001 0.004 -0.014 0.0001
H 6.791 -2.613 -3.284 0.000 -0.001 -0.006 0.0000
H 7.629 -2.678 -5.612 -0.001 0.001 0.004 0.0000
H 6.436 -1.419 -7.379 -0.003 0.002 -0.003 0.0000
H 4.414 -0.088 -6.799 -0.011 0.002 0.013 0.0000

***

2.
17
Properties=species:S:1:pos:R:3:forces:R:3:lowdin_charge:R:1 method="wB97M-V/def2-TZVPD" lumo_ev="-0.3 / -2.9" largest_force_ev_per_a=4.6 energy_ha=-869.32938 multiplicity=1 de_lowest_kcal_mol=138.13
C -0.243 1.641 1.246 0.025 -0.620 -0.386 -0.3919
C 1.242 2.316 -0.142 -2.592 -3.719 0.490 0.0563
C -1.171 1.662 2.396 0.158 0.330 -0.026 0.0171
C 0.376 -2.389 -0.555 -0.141 0.261 -0.507 -0.1956
N -0.089 0.691 0.381 -0.438 0.269 0.702 0.0665
N 0.841 1.107 -0.516 2.501 2.953 -0.674 -0.0360
N 1.262 -1.529 -2.855 0.604 -0.568 0.506 -0.2500
O -1.217 -1.055 -2.298 -1.296 -0.015 -0.098 -0.4402
O 0.569 2.679 0.966 0.545 1.587 0.382 0.0776
S 0.160 -1.121 -1.862 0.974 -0.766 -0.297 0.6956
H -0.637 1.922 3.309 -0.025 -0.026 0.064 0.0902
H -1.950 2.406 2.233 -0.033 -0.002 0.036 0.0925
H -1.629 0.682 2.499 0.049 0.000 -0.050 0.0920
H -0.067 -3.308 -0.930 0.012 -0.037 -0.035 0.0531
H 1.443 -2.488 -0.410 0.118 -0.043 0.049 0.0435
H -0.125 -2.039 0.338 -0.079 0.094 -0.002 0.0290
H 1.235 -1.179 -3.798 -0.381 0.299 -0.155 0.0003

***

3.
9
Properties=species:S:1:pos:R:3:forces:R:3:lowdin_charge:R:1 method="wB97M-V/def2-TZVPD" total_charge=-1 lumo_ev="1.9 / 1.7" largest_force_ev_per_a=3.9 energy_ha=-851.16215 multiplicity=1 de_lowest_kcal_mol=62.03
C 1.404 -2.130 -0.014 0.106 -0.440 -1.225 -0.1832
C 0.277 -1.464 -0.328 1.107 0.184 0.851 -0.7049
O 0.179 -0.863 -1.581 -3.436 1.299 -0.539 -0.0593
O 2.515 -2.371 0.388 0.025 0.194 0.296 -0.0227
O -1.501 3.026 2.008 -0.233 0.142 0.140 -0.4614
O -0.838 3.007 -0.378 0.175 -0.164 1.251 -0.4634
O -0.670 -1.411 0.503 -1.350 0.473 0.324 -0.1281
S -0.532 2.702 1.008 0.037 -0.168 -1.430 0.8611
H -0.832 -0.496 -1.605 3.568 -1.521 0.333 0.1616